{"formula": "C4H16Cl2CrN8O4", "method": "ωB97M-V/def2-TZVPD", "elements": ["N", "N", "H", "O", "H", "H", "H", "H", "H", "H", "C", "N", "C", "H", "H", "O", "H", "Cr", "N", "O", "Cl", "Cl", "H", "H", "N", "H", "N", "N", "H", "C", "H", "O", "H", "C", "N"], "coordinates": [[1.484, 1.570, -3.870], [1.517, 3.128, -2.222], [-4.125, 1.323, 2.277], [1.025, -0.138, -0.083], [-2.896, -3.180, 1.132], [2.766, -1.825, -0.119], [-1.794, -4.086, 2.252], [-1.054, -0.196, 2.505], [1.953, 1.979, 0.955], [1.210, 3.450, -1.323], [0.988, 1.994, -2.713], [3.083, -0.954, 0.270], [-0.978, -2.773, 0.949], [2.280, 1.940, -4.354], [1.019, -2.436, 1.230], [-1.169, -1.883, 0.122], [2.004, 3.750, -2.837], [-0.842, -0.277, -1.284], [-3.501, 1.534, 1.525], [0.049, 1.425, -2.138], [-3.123, 0.157, -2.279], [0.233, -2.076, -2.803], [-2.196, 0.635, 3.474], [3.488, 1.255, 1.335], [-2.003, -3.496, 1.476], [0.988, 0.859, -4.390], [-1.943, 0.278, 2.572], [0.228, -2.974, 1.525], [4.000, -0.717, 0.597], [2.163, 0.036, 0.343], [-3.839, 2.110, 0.772], [-1.559, 1.037, 0.447], [0.243, -3.614, 2.292], [-2.277, 0.971, 1.440], [2.576, 1.196, 0.927]], "charge": 0, "orbital_gap_ev": [5.94, 7.27], "spin_multiplicity": 5}